Run w
Density functional theory data (ωB97M-V with the def2-TZVPD basis set) for a cluster of 8 separate species, H16O8 in total.

Calculated values
* HOMO: -10.72 eV
* frontier orbital gap: 10.76 eV

Last column: natural (NBO) charge in e.
Geometry (Å):
O 3.35 -1.01 1.22  -0.96
H 2.67 -1.63 0.97  0.49
H 3.93 -0.96 0.45  0.47
O 1.46 1.01 1.69  -0.98
H 2.31 0.68 1.98  0.52
H 0.85 0.72 2.37  0.48
O -2.04 1.41 -1.59  -0.96
H -1.97 2.16 -0.99  0.50
H -1.87 1.77 -2.46  0.49
O -0.04 3.26 0.89  -0.96
H 0.51 2.49 1.05  0.49
H -0.75 3.19 1.52  0.46
O -3.37 -0.89 -1.86  -0.95
H -2.89 -0.06 -1.85  0.48
H -3.52 -1.06 -2.79  0.46
O 0.62 -2.11 1.90  -0.96
H 0.29 -1.61 1.15  0.48
H 0.08 -1.82 2.63  0.47
O -0.22 -0.36 -0.14  -1.00
H -0.72 0.37 -0.50  0.51
H 0.59 0.04 0.16  0.50
O 0.46 -2.17 -2.04  -0.96
H 0.35 -1.82 -1.16  0.48
H -0.07 -1.59 -2.60  0.46

Run x
Density functional theory data (ωB97M-V with the def2-TZVPD basis set) for a cluster of 8 separate species, H16O8 in total.

Calculated values
* HOMO: -9.61 eV
* frontier orbital gap: 8.84 eV

Last column: natural (NBO) charge in e.
Geometry (Å):
O 0.22 2.74 0.17  -1.00
H 0.10 2.46 1.12  0.46
H -0.44 2.33 -0.48  0.51
O 1.61 -1.50 1.94  -0.93
H 0.79 -1.84 2.34  0.50
H 2.18 -1.23 2.80  0.51
O 0.66 -1.45 -2.74  -0.96
H 0.57 -1.16 -1.83  0.49
H -0.01 -2.25 -2.61  0.44
O 0.66 -0.37 -0.19  -1.01
H -0.18 -0.28 -0.08  0.45
H 0.97 -0.88 0.80  0.50
O -1.01 -1.43 2.54  -0.94
H -1.21 -1.49 3.53  0.48
H -1.80 -0.94 2.34  0.47
O 2.62 1.97 -0.86  -1.01
H 3.01 1.60 -1.62  0.48
H 1.86 1.61 -0.36  0.53
O -1.15 1.66 -1.84  -0.95
H -0.34 1.41 -2.45  0.50
H -1.53 0.81 -1.85  0.49
O -2.20 -0.47 -0.51  -0.93
H -2.82 -1.19 -0.45  0.47
H -2.56 -0.11 0.30  0.46

Which structure loses on stability? run x does.

Run w
Density functional theory data (ωB97M-V with the def2-TZVPD basis set) for a cluster of 8 separate species, H16O8 in total.

Calculated values
* HOMO: -10.29 eV
* frontier orbital gap: 9.85 eV

Last column: natural (NBO) charge in e.
Geometry (Å):
O 16.55 3.19 28.81  -0.97
H 16.75 2.33 29.13  0.48
H 15.86 3.46 29.43  0.50
O 17.51 5.27 27.37  -0.96
H 17.30 4.50 27.91  0.49
H 17.33 6.02 27.97  0.45
O 18.79 0.83 28.48  -0.93
H 18.06 0.35 28.05  0.48
H 18.73 0.59 29.40  0.46
O 16.41 2.46 26.13  -0.99
H 16.40 3.22 25.55  0.48
H 16.50 2.65 27.07  0.49
O 14.61 4.27 30.40  -0.96
H 13.94 4.53 29.77  0.50
H 14.28 3.41 30.82  0.49
O 15.00 7.15 30.23  -0.93
H 15.84 7.49 30.08  0.46
H 15.14 6.21 30.16  0.47
O 13.30 2.25 27.67  -0.94
H 12.44 2.09 28.09  0.46
H 13.90 1.77 28.20  0.48
O 14.75 0.16 28.72  -0.98
H 15.03 -0.34 29.50  0.49
H 14.33 -0.41 28.04  0.50

Run x
Density functional theory data (ωB97M-V with the def2-TZVPD basis set) for a structure of composition H16O8.

Calculated values
* HOMO: -9.70 eV
* frontier orbital gap: 9.60 eV

Last column: natural (NBO) charge in e.
Geometry (Å):
H 1.82 -0.13 -2.15  0.43
H 0.57 -0.26 -1.29  0.49
H 4.10 0.24 -2.74  0.47
H 3.16 -0.66 -3.53  0.47
H -0.97 -2.32 2.03  0.50
H -0.14 -1.06 2.24  0.48
H 0.61 -4.73 1.38  0.47
H 1.33 -4.04 0.23  0.48
H -0.04 1.86 2.44  0.47
H -0.80 0.54 2.43  0.46
H -2.36 0.33 1.59  0.46
H -2.63 1.06 0.29  0.45
H 0.51 2.07 -1.01  0.49
H -0.51 1.31 -0.18  0.41
H -1.56 2.56 -0.54  0.44
H -2.93 3.22 -0.69  0.47
O 0.91 0.19 -2.07  -0.90
O 4.10 -0.52 -3.33  -0.93
O -1.04 -1.40 2.32  -0.98
O 0.99 -3.88 1.11  -0.95
O 0.02 0.94 2.74  -0.94
O -3.01 0.42 0.89  -0.91
O 0.01 1.25 -0.99  -0.89
O -2.14 2.99 -1.19  -0.92

Run y
Density functional theory data (ωB97M-V with the def2-TZVPD basis set) for a cluster of 8 separate species, H16O8 in total.

Calculated values
* HOMO: -10.93 eV
* frontier orbital gap: 10.83 eV

Last column: natural (NBO) charge in e.
Geometry (Å):
O 0.22 -2.73 -0.07  -0.96
H -0.34 -3.42 -0.44  0.50
H 0.55 -3.10 0.77  0.49
O -2.86 0.95 0.56  -0.97
H -2.72 0.92 1.51  0.49
H -3.45 1.69 0.41  0.50
O -0.44 3.17 -0.10  -0.95
H -0.44 2.23 0.13  0.48
H 0.46 3.46 0.11  0.47
O -0.16 0.07 -0.13  -1.01
H -1.04 0.26 0.24  0.49
H -0.02 -0.88 0.03  0.50
O 3.07 -2.19 -0.46  -0.97
H 2.21 -2.63 -0.48  0.47
H 2.91 -1.25 -0.66  0.49
O -3.59 0.00 -2.43  -0.94
H -3.14 0.35 -1.65  0.48
H -4.49 -0.18 -2.13  0.46
O 1.91 0.25 2.47  -0.95
H 1.35 -0.04 1.74  0.47
H 2.74 -0.22 2.34  0.48
O 2.69 0.87 -0.41  -0.97
H 2.86 1.64 -0.97  0.48
H 1.73 0.78 -0.38  0.49

Run z
Density functional theory data (ωB97M-V with the def2-TZVPD basis set) for a cluster of 8 separate species, H16O8 in total.

Calculated values
* HOMO: -10.27 eV
* frontier orbital gap: 10.39 eV

Last column: natural (NBO) charge in e.
Geometry (Å):
H -0.60 0.02 0.64  0.46
H -1.86 0.84 0.39  0.48
H -2.44 1.29 2.46  0.46
H -3.09 0.79 3.75  0.48
H 1.51 0.20 -3.43  0.46
H 2.72 0.82 -4.12  0.47
H 0.64 -2.53 -2.75  0.47
H 0.25 -1.28 -3.52  0.46
H 2.46 -2.54 0.40  0.47
H 3.91 -2.88 0.68  0.47
H 1.09 -2.58 3.36  0.47
H 1.72 -1.21 3.54  0.47
H -3.38 0.23 -0.48  0.46
H -2.30 0.14 -1.54  0.49
H 0.05 2.95 0.84  0.47
H 1.08 3.54 -0.12  0.47
O -1.05 0.53 -0.04  -0.95
O -3.19 0.77 2.79  -0.94
O 2.47 0.16 -3.46  -0.93
O -0.10 -1.94 -2.92  -0.93
O 3.29 -2.14 0.67  -0.94
O 0.87 -1.67 3.56  -0.94
O -2.88 0.77 -1.10  -0.94
O 0.37 3.79 0.49  -0.94

Which structure loses on stability? run x does.

Run w
Density functional theory data (ωB97M-V with the def2-TZVPD basis set) for a cluster of 8 separate species, H16O8 in total.

Calculated values
* HOMO: -11.04 eV
* frontier orbital gap: 11.19 eV

Last column: natural (NBO) charge in e.
Geometry (Å):
H -0.51 0.59 -0.17  0.49
H -1.48 -0.53 -0.80  0.46
H 2.97 -1.48 -0.85  0.47
H 3.67 -0.19 -1.20  0.46
H 1.26 2.28 2.64  0.46
H 0.57 3.51 3.04  0.47
H 0.70 -1.85 -3.88  0.45
H 2.01 -1.42 -3.70  0.46
H -1.44 -3.23 1.88  0.48
H -1.68 -3.39 3.47  0.47
H 2.44 1.42 -1.97  0.45
H 1.84 1.86 -3.24  0.47
H -4.38 0.72 -1.95  0.47
H -3.49 -0.42 -2.23  0.46
H -1.45 1.24 4.44  0.46
H -0.11 0.80 4.43  0.46
O -1.41 0.20 -0.10  -0.95
O 3.57 -0.86 -0.47  -0.93
O 0.93 3.04 2.26  -0.93
O 1.13 -1.28 -3.30  -0.91
O -1.20 -3.78 2.74  -0.95
O 1.84 1.18 -2.59  -0.92
O -4.30 0.04 -2.58  -0.93
O -0.67 1.47 4.04  -0.92

Run x
Density functional theory data (ωB97M-V with the def2-TZVPD basis set) for a cluster of 8 separate species, H16O8 in total.

Calculated values
* HOMO: -10.23 eV
* frontier orbital gap: 10.01 eV

Last column: natural (NBO) charge in e.
Geometry (Å):
O -0.80 -0.37 -2.63  -0.96
H -1.52 0.21 -2.93  0.49
H -0.81 -1.11 -3.25  0.49
O 2.68 1.33 -0.83  -0.98
H 2.80 0.49 -0.34  0.50
H 2.46 1.07 -1.73  0.48
O 3.10 -1.31 0.26  -0.94
H 3.90 -1.41 0.79  0.49
H 3.36 -1.55 -0.63  0.47
O 2.20 3.59 0.77  -0.96
H 2.77 4.14 0.22  0.46
H 2.24 2.71 0.35  0.49
O -2.40 0.59 1.87  -0.97
H -2.03 1.04 2.63  0.47
H -1.65 0.47 1.25  0.49
O -0.23 -0.24 0.24  -0.98
H -0.57 -0.31 -0.67  0.50
H 0.58 0.28 0.15  0.49
O -3.95 -1.27 -0.57  -0.93
H -3.04 -1.40 -0.85  0.46
H -4.10 -0.31 -0.64  0.47
O -1.45 -2.36 2.47  -0.95
H -2.41 -2.37 2.38  0.47
H -1.14 -1.91 1.67  0.48

Which structure loses on stability? run w does.

Run w
Density functional theory data (ωB97M-V with the def2-TZVPD basis set) for a cluster of 8 separate species, H16O8 in total.

Calculated values
* HOMO: -9.60 eV
* frontier orbital gap: 9.66 eV

Last column: natural (NBO) charge in e.
Geometry (Å):
H -0.56 -0.10 -0.23  0.45
H 0.37 -0.93 0.78  0.45
H -0.61 1.45 -0.80  0.47
H -0.18 1.61 0.65  0.46
H 4.37 -0.31 1.91  0.48
H 2.96 0.48 2.30  0.48
H 1.50 -2.92 -1.39  0.49
H 2.12 -3.93 -0.42  0.46
H -2.08 0.08 1.44  0.46
H -2.72 -1.08 0.53  0.48
H -5.00 -0.43 1.12  0.46
H -5.70 0.63 0.26  0.46
H 2.62 2.94 -1.10  0.46
H 1.24 3.25 -0.34  0.50
H 0.11 -0.99 -2.78  0.45
H 1.28 -0.42 -2.02  0.48
O 0.22 -0.59 -0.16  -0.92
O 0.12 1.76 -0.31  -0.92
O 3.83 0.05 2.63  -0.96
O 1.44 -3.32 -0.51  -0.95
O -2.80 -0.15 0.80  -0.93
O -4.87 0.35 0.70  -0.92
O 1.86 3.51 -1.10  -0.97
O 0.49 -0.96 -1.96  -0.92

Run x
Density functional theory data (ωB97M-V with the def2-TZVPD basis set) for a cluster of 8 separate species, H16O8 in total.

Calculated values
* HOMO: -10.55 eV
* frontier orbital gap: 10.67 eV

Last column: natural (NBO) charge in e.
Geometry (Å):
O -1.66 -0.05 -1.50  -0.98
H -0.76 0.24 -1.61  0.49
H -1.65 -0.99 -1.41  0.49
O -1.36 -2.36 1.41  -1.00
H -1.15 -2.75 2.27  0.51
H -1.79 -1.50 1.41  0.51
O 1.76 1.03 1.62  -0.96
H 1.17 1.76 1.43  0.48
H 1.32 0.43 2.22  0.49
O 0.89 -1.04 -0.27  -0.95
H 0.29 -1.43 0.31  0.47
H 1.01 -0.20 0.12  0.47
O -1.17 0.72 1.03  -1.01
H -1.38 0.58 0.09  0.50
H -0.99 1.70 1.05  0.46
O 0.65 1.97 -1.23  -0.97
H 1.57 1.88 -1.00  0.48
H 0.50 2.88 -1.25  0.46
O 3.37 1.59 -0.92  -0.95
H 3.02 0.89 -0.30  0.50
H 3.52 2.41 -0.47  0.48
O -2.16 -2.46 -1.26  -0.95
H -3.02 -2.81 -1.41  0.48
H -1.99 -2.50 -0.32  0.50

Run y
Density functional theory data (ωB97M-V with the def2-TZVPD basis set) for a cluster of 8 separate species, H16O8 in total.

Calculated values
* HOMO: -11.37 eV
* frontier orbital gap: 11.08 eV

Last column: natural (NBO) charge in e.
Geometry (Å):
H 0.84 -1.68 -0.81  0.47
H -0.54 -1.08 -0.67  0.46
H -3.85 1.59 -0.72  0.46
H -3.28 2.23 0.52  0.47
H 3.71 -2.96 0.59  0.49
H 3.45 -1.43 -0.03  0.48
H -3.44 -0.96 -1.66  0.46
H -4.23 -1.91 -0.76  0.47
H -0.32 2.96 -0.02  0.47
H -0.41 4.54 0.34  0.47
H 4.41 0.51 -0.42  0.46
H 4.82 1.39 -1.45  0.47
H -2.17 -2.38 2.22  0.46
H -1.01 -2.42 1.30  0.46
H 1.37 1.45 0.07  0.46
H 0.71 0.62 1.11  0.46
O -0.01 -1.65 -1.24  -0.93
O -4.01 1.68 0.26  -0.93
O 3.47 -2.06 0.77  -0.97
O -3.91 -1.80 -1.62  -0.93
O 0.12 3.68 0.39  -0.94
O 4.43 0.56 -1.39  -0.93
O -1.13 -2.40 2.24  -0.92
O 0.98 1.53 0.98  -0.92

Run z
Density functional theory data (ωB97M-V with the def2-TZVPD basis set) for a cluster of 8 separate species, H16O8 in total.

Calculated values
* HOMO: -10.98 eV
* frontier orbital gap: 10.78 eV

Last column: natural (NBO) charge in e.
Geometry (Å):
O 1.57 1.02 -1.82  -0.98
H 0.90 1.64 -2.12  0.49
H 2.37 1.55 -1.76  0.48
O -2.55 0.30 2.06  -0.95
H -2.07 0.06 1.27  0.49
H -2.04 -0.05 2.78  0.45
O 0.68 -1.61 2.25  -0.96
H 1.51 -1.51 2.72  0.49
H 0.02 -1.73 2.93  0.49
O -0.59 -0.33 -0.01  -1.00
H 0.00 0.27 -0.45  0.51
H -0.02 -0.87 0.54  0.49
O 3.41 1.56 0.37  -0.94
H 2.45 1.51 0.45  0.47
H 3.68 2.06 1.14  0.47
O -0.80 2.65 -1.74  -0.96
H -1.74 2.46 -1.81  0.49
H -0.75 3.37 -1.11  0.48
O 0.35 -3.27 0.03  -0.95
H 0.55 -2.90 0.89  0.47
H -0.22 -2.63 -0.39  0.47
O -2.17 -1.15 -2.46  -0.95
H -1.59 -0.92 -1.73  0.48
H -2.97 -1.47 -2.04  0.46

Which structure loses on stability? run w does.

Run w
Density functional theory data (ωB97M-V with the def2-TZVPD basis set) for a cluster of 8 separate species, H16O8 in total.

Calculated values
* HOMO: -10.64 eV
* frontier orbital gap: 10.58 eV

Last column: natural (NBO) charge in e.
Geometry (Å):
O -19.01 3.36 25.55  -0.99
H -18.11 3.62 25.79  0.49
H -19.05 2.43 25.75  0.49
O -17.06 3.90 23.16  -0.94
H -16.18 4.29 23.21  0.47
H -17.18 3.31 23.90  0.47
O -20.42 2.73 23.19  -0.94
H -20.82 2.07 23.69  0.46
H -20.06 3.30 23.83  0.50
O -19.12 0.44 25.90  -0.94
H -18.50 -0.11 26.36  0.47
H -19.58 -0.22 25.45  0.48
O -19.43 6.79 25.30  -0.93
H -18.90 7.42 24.82  0.45
H -18.84 6.14 25.58  0.47
O -18.21 1.03 23.23  -0.97
H -18.02 1.01 24.14  0.46
H -18.92 1.65 23.10  0.49
O -16.68 5.73 25.27  -0.95
H -17.18 6.02 24.53  0.47
H -16.13 6.53 25.42  0.48
O -16.37 3.16 26.50  -0.94
H -15.99 3.37 25.64  0.48
H -16.07 2.28 26.68  0.47

Run x
Density functional theory data (ωB97M-V with the def2-TZVPD basis set) for a cluster of 8 separate species, H16O8 in total.

Calculated values
* HOMO: -10.73 eV
* frontier orbital gap: 10.45 eV

Last column: natural (NBO) charge in e.
Geometry (Å):
O -1.00 -1.59 -18.56  -0.95
H -0.90 -1.91 -19.46  0.48
H -0.99 -0.63 -18.64  0.48
O -5.37 -1.10 -16.85  -0.96
H -4.67 -0.54 -17.20  0.48
H -5.63 -0.70 -16.02  0.47
O -2.94 1.65 -20.70  -0.95
H -2.08 1.35 -21.00  0.45
H -3.19 1.02 -20.01  0.49
O -0.69 -2.53 -16.02  -0.95
H -0.29 -1.74 -15.66  0.46
H -1.28 -2.22 -16.71  0.48
O -6.16 0.96 -21.06  -0.93
H -5.82 0.08 -20.90  0.47
H -7.00 0.83 -21.50  0.46
O -3.65 -0.77 -19.12  -1.00
H -4.30 -1.23 -19.67  0.50
H -3.16 -1.47 -18.66  0.50
O -5.68 -2.03 -20.76  -0.96
H -5.92 -2.17 -21.68  0.49
H -5.68 -2.90 -20.36  0.48
O -3.38 -4.27 -19.01  -0.92
H -2.90 -4.68 -19.73  0.47
H -4.29 -4.23 -19.32  0.45

Run y
Density functional theory data (ωB97M-V with the def2-TZVPD basis set) for a cluster of 8 separate species, H16O8 in total.

Calculated values
* HOMO: -10.30 eV
* frontier orbital gap: 9.04 eV

Last column: natural (NBO) charge in e.
Geometry (Å):
O -1.03 -0.57 3.70  -0.94
H -1.05 0.12 3.06  0.48
H -0.19 -1.06 3.58  0.46
O 1.42 -0.18 1.51  -0.94
H 2.09 0.26 0.96  0.48
H 1.53 0.24 2.33  0.49
O -0.77 1.99 2.19  -0.93
H 0.17 2.24 2.18  0.46
H -0.97 2.00 1.22  0.48
O -0.81 -0.12 -0.12  -0.96
H -0.34 -0.02 0.67  0.48
H -0.33 0.42 -0.77  0.47
O 1.66 -2.73 0.80  -0.95
H 2.33 -2.84 0.12  0.46
H 1.55 -1.79 0.93  0.47
O -2.05 -2.39 -1.26  -0.95
H -1.54 -1.60 -0.91  0.48
H -2.34 -1.95 -2.03  0.45
O -1.03 1.21 -4.16  -0.97
H -0.42 1.33 -3.38  0.48
H -0.45 1.10 -4.91  0.46
O 0.53 1.50 -2.12  -0.93
H 0.86 2.09 -1.48  0.49
H 1.19 0.75 -2.10  0.49

Which structure loses on stability? run y does.

Run w
Density functional theory data (ωB97M-V with the def2-TZVPD basis set) for a structure of composition C4H14N3O.

Calculated values
* HOMO: -12.88 eV
* frontier orbital gap: 9.80 eV
* total charge: +1

Last column: natural (NBO) charge in e.
Geometry (Å):
C -1.46 1.38 0.37  -0.23
C -0.20 2.02 1.00  -0.23
N -0.67 2.95 1.99  -0.82
N -1.00 0.44 -0.74  -0.81
H -2.06 0.76 1.14  0.21
H -2.11 2.19 -0.03  0.23
H 0.35 1.14 1.50  0.14
H 0.47 2.55 0.33  0.21
H 0.14 3.50 2.39  0.37
H -0.99 2.49 2.84  0.36
H -1.78 -0.08 -1.20  0.41
H -0.55 1.00 -1.51  0.41
O 2.80 -1.55 -1.41  -0.50
C 1.90 -2.30 -1.78  0.42
C 0.64 -2.53 -1.00  -0.34
N 0.55 -1.48 0.09  -0.78
H 1.94 -2.87 -2.72  0.16
H -0.23 -2.43 -1.65  0.23
H 0.68 -3.55 -0.61  0.26
H 0.28 -1.91 0.99  0.42
H 1.52 -1.19 0.22  0.43
H -0.21 -0.51 -0.21  0.44

Run x
Density functional theory data (ωB97M-V with the def2-TZVPD basis set) for a cluster of 2 separate species, C4H14N3O in total.

Calculated values
* HOMO: -13.96 eV
* frontier orbital gap: 10.90 eV
* total charge: +1

Last column: natural (NBO) charge in e.
Geometry (Å):
O 0.98 -1.89 2.80  -0.49
C 1.46 -0.80 2.66  0.42
C 1.00 0.11 1.55  -0.34
N -0.11 -0.54 0.82  -0.76
H 2.29 -0.48 3.31  0.16
H 0.66 1.06 1.94  0.25
H 1.87 0.25 0.91  0.24
H -0.04 -0.19 -0.35  0.45
H 0.01 -1.55 0.88  0.44
H -0.99 -0.31 1.28  0.42
C 0.01 1.91 -1.12  -0.45
N 0.18 0.53 -1.60  -0.64
C -0.92 0.09 -2.52  -0.06
N -2.23 0.03 -1.94  -0.80
H 0.90 2.28 -0.62  0.22
H -0.28 2.60 -1.92  0.22
H -0.81 2.03 -0.40  0.20
H 1.07 0.51 -2.09  0.40
H -0.62 -0.92 -2.81  0.21
H -0.88 0.70 -3.43  0.20
H -2.27 -0.71 -1.25  0.35
H -2.49 0.88 -1.46  0.36

Which structure loses on stability? run w does.